This record from OMol25 describes a structure of composition C39H44F5N7OSTi at a distorted geometry. The level of theory is ωB97M-V/def2-TZVPD.

The HOMO-LUMO gap (spin up / spin down) is 7.86 / 8.09 eV. The calculation puts the energy at -3717.8819 Eh. The calculation puts the HOMO energy (spin up / spin down) at -9.9 / -10.1 eV. The calculation puts the energy above the lowest of the compared OMol25 structures with the same formula, charge and spin at 0.0 kJ/mol. Its molecular weight is 801.8 g mol⁻¹.

```
! wB97M-V def2-TZVPD RIJCOSX def2/J DEFGRID3
* xyz 1 2
Ti -0.680 0.076 0.834
C -0.032 -1.051 3.946
C -1.382 -0.524 4.392
C -1.797 0.843 3.972
C -2.622 1.598 4.809
C -3.120 2.827 4.406
C -2.673 3.320 3.192
C -1.847 2.505 2.438
N -1.428 1.269 2.754
N 0.025 -1.481 2.501
C -0.677 -2.811 2.446
C -1.527 -3.027 1.233
C -2.306 -4.174 1.122
C -3.074 -4.360 -0.015
C -3.014 -3.400 -1.007
C -2.251 -2.274 -0.794
N -1.529 -2.066 0.320
C 1.434 -1.668 1.989
C 2.357 -0.466 2.181
C 3.722 -0.571 1.938
C 4.550 0.523 2.209
C 3.955 1.691 2.681
C 2.580 1.704 2.836
N 1.788 0.660 2.600
H 0.727 -0.321 4.120
H 0.242 -1.930 4.554
H -2.200 -1.215 4.180
H -1.346 -0.497 5.504
H -2.916 1.204 5.779
H -3.830 3.363 5.026
H -2.993 4.273 2.815
H -1.476 2.867 1.500
H 0.055 -3.615 2.512
H -1.295 -2.908 3.337
H -2.324 -4.933 1.895
H -3.695 -5.242 -0.157
H -3.603 -3.472 -1.922
H -2.263 -1.465 -1.494
H 1.893 -2.543 2.474
H 1.375 -1.920 0.910
H 4.141 -1.500 1.588
H 5.622 0.504 2.056
H 4.535 2.578 2.893
H 2.077 2.620 3.155
C -1.669 3.824 -1.318
N -1.416 2.465 -1.810
C -0.496 2.540 -2.936
C -2.625 1.709 -2.077
C -3.327 0.968 -0.933
C -4.687 0.647 -1.151
C -5.399 -0.204 -0.303
C -4.802 -0.623 0.878
C -3.493 -0.240 1.104
C -2.691 0.483 0.204
H -0.713 4.256 -1.053
H -2.280 3.771 -0.428
H -2.178 4.476 -2.061
H -0.816 3.175 -3.768
H -0.320 1.530 -3.322
H 0.447 2.956 -2.589
H -2.376 0.953 -2.827
H -3.401 2.340 -2.569
H -5.188 1.053 -2.011
H -6.419 -0.491 -0.533
H -5.320 -1.271 1.588
H -3.071 -0.621 2.038
C 3.127 -0.295 -5.569
C 3.101 -1.422 -4.545
N 2.444 -0.967 -3.331
C 1.586 -1.613 -2.516
S 0.346 -0.667 -1.802
N 1.646 -2.933 -2.329
C 2.659 -3.891 -2.786
C 2.090 -4.886 -3.796
H 3.811 -0.516 -6.386
H 3.401 0.669 -5.133
H 2.134 -0.190 -6.020
H 4.113 -1.735 -4.290
H 2.579 -2.292 -4.921
H 2.302 0.031 -3.254
H 0.871 -3.312 -1.804
H 3.023 -4.418 -1.905
H 3.533 -3.375 -3.157
H 1.173 -5.333 -3.407
H 2.799 -5.708 -3.972
H 1.831 -4.421 -4.748
F 4.618 4.907 -0.859
C 3.609 4.087 -0.544
C 2.458 4.542 0.124
F 2.394 5.842 0.447
C 1.406 3.699 0.437
F 0.362 4.224 1.099
C 1.412 2.330 0.111
O 0.431 1.531 0.479
C 2.594 1.893 -0.506
F 2.830 0.578 -0.722
C 3.644 2.734 -0.816
F 4.728 2.223 -1.405
*
```